Molecular formula: C16H25N4O9P2V
Method: DFT, ωB97M-V with the def2-TZVPD basis set

Geometry as XYZ:
```
57
Properties=species:S:1:pos:R:3:lowdin_spin:R:1
V 0.85750 -0.45341 -0.08240 2.736
C -1.58953 -3.79675 1.08108 0.003
C -1.13209 -2.65506 0.20790 0.023
O -0.43870 -1.76304 0.82272 0.034
C -1.47166 -2.64217 -1.13001 0.004
C -1.06993 -1.67735 -2.11036 0.028
C -1.73799 -1.71915 -3.45838 0.004
N -0.15370 -0.78674 -1.86756 0.001
N 0.09656 0.13627 -2.88600 0.008
C 0.97148 1.01939 -2.48673 0.012
O 1.55026 1.06587 -1.33835 0.029
C 1.31075 2.10078 -3.46646 -0.001
C 0.69487 2.18244 -4.71405 0.001
C 1.02771 3.19819 -5.59584 0.000
C 1.98121 4.14749 -5.24493 0.001
C 2.59811 4.07022 -4.00461 0.000
C 2.26429 3.05264 -3.12094 0.001
H -2.11383 -3.40814 1.95866 0.001
H -0.69485 -4.31602 1.43266 0.001
H -2.23909 -4.49338 0.55189 0.000
H -2.10578 -3.44546 -1.48065 0.000
H -2.41087 -2.57270 -3.52602 0.000
H -0.99054 -1.76705 -4.25011 0.001
H -2.30137 -0.79919 -3.62346 0.001
H -0.04391 1.43550 -4.97062 0.000
H 0.54231 3.25170 -6.56335 0.000
H 2.24091 4.94064 -5.93605 0.000
H 3.34426 4.80426 -3.72396 0.000
H 2.73285 2.97111 -2.14938 0.000
O 3.03149 -0.13962 3.71640 0.001
P 1.60357 -0.63913 3.16834 0.004
O 0.61621 -0.61524 4.31826 0.001
O 1.27632 0.24368 2.00249 0.032
O 1.84361 -2.15386 2.78903 0.002
P 2.42816 -2.85039 1.40432 0.005
O 3.99224 -3.00314 1.80422 0.000
O 1.82236 -4.19041 1.29588 0.002
O 2.37331 -1.81241 0.32757 0.041
H 3.38080 -0.75047 4.37370 0.000
H 4.13048 -3.92989 2.02688 0.000
N -1.51025 0.70843 3.86253 0.000
C -2.20830 -0.23643 2.90905 0.000
C -2.56033 0.39308 1.57017 0.001
N -1.45183 1.21414 1.08964 0.013
C -1.35365 2.38511 1.94542 0.002
C -0.94885 2.02435 3.36966 0.000
H -0.61628 0.14892 4.18186 0.000
H -2.11532 0.88230 4.65380 0.000
H -3.08015 -0.63386 3.42956 0.000
H -1.50438 -1.04504 2.72102 0.000
H -3.45972 1.01446 1.62869 0.000
H -2.75044 -0.41434 0.86211 0.000
H -0.62003 0.64101 1.26756 0.008
H -2.32046 2.89654 1.92289 0.000
H -0.60747 3.07373 1.54768 0.000
H -1.24005 2.79543 4.08366 0.000
H 0.12972 1.91217 3.40292 0.000
```

For the electronic energy, the calculation gives -85662.93063 eV. Its spin multiplicity is 4. As for the charge: -1. For the HOMO-LUMO gap (spin up / spin down), the calculation gives 5.41 / 6.15 eV.

Molecular formula: C16H25N5RhS2
Method: DFT, ωB97M-V with the def2-TZVPD basis set

Geometry as XYZ:
```
49
Properties=species:S:1:pos:R:3:nbo_charge:R:1
Rh -0.14913 0.05554 0.02254 0.759
C -1.13213 -2.14332 1.52388 -0.249
C -0.17158 -1.54970 2.52793 -0.258
N 0.04251 -0.13691 2.10964 -0.560
C 1.32965 0.47821 2.50376 -0.251
C 2.49246 -0.17191 1.76629 -0.544
S 2.03947 -0.57370 0.02972 0.577
C 1.90537 -2.40922 0.06352 -0.551
C 0.50127 -2.90164 -0.25488 -0.255
N -0.58411 -1.94545 0.14181 -0.500
H -2.08061 -1.60515 1.56780 0.238
H -1.33710 -3.19943 1.70564 0.258
H 0.78368 -2.07124 2.54363 0.216
H -0.58792 -1.60827 3.53386 0.265
H -0.70535 0.43719 2.50323 0.434
H 1.48932 0.42258 3.58343 0.258
H 1.26767 1.53183 2.23341 0.239
H 2.86191 -1.08794 2.22373 0.258
H 3.32838 0.52458 1.71335 0.290
H 2.28782 -2.74968 1.02298 0.257
H 2.59415 -2.77471 -0.69803 0.288
H 0.32202 -3.86466 0.22738 0.259
H 0.40716 -3.07645 -1.32117 0.236
H -1.35946 -2.09940 -0.50276 0.430
N -0.47334 0.81558 -6.16663 -0.701
C -0.37858 0.65429 -4.85248 0.282
C -0.55559 1.72476 -3.94552 -0.286
C -0.45565 1.51274 -2.60262 0.061
N -0.18371 0.30591 -2.04093 -0.534
C 0.00703 -0.71104 -2.91525 0.062
C -0.08013 -0.59943 -4.27035 -0.287
H -0.66814 1.71551 -6.57425 0.425
H -0.34268 0.04590 -6.80314 0.427
H -0.76359 2.72262 -4.30702 0.248
H -0.57642 2.34066 -1.92296 0.208
H 0.26043 -1.67034 -2.49572 0.184
H 0.09082 -1.47021 -4.88830 0.256
S -1.50248 1.83442 0.56055 -0.217
C -2.41313 3.19639 -0.06661 0.099
N -1.89808 4.42939 0.13360 -0.445
C -2.49458 5.56066 -0.29137 0.105
C -3.69183 5.49148 -0.95977 -0.219
C -4.26286 4.23969 -1.16856 -0.057
C -3.62502 3.08811 -0.72446 -0.237
H -1.02415 4.50982 0.64175 0.451
H -1.97993 6.48492 -0.06883 0.265
H -4.16941 6.39792 -1.30200 0.282
H -5.20985 4.15835 -1.68669 0.269
H -4.06100 2.11226 -0.87911 0.263
```

For the electronic energy, the calculation gives -49102.61667 eV. As for the charge: +3. For the HOMO-LUMO gap, the calculation gives 6.14 eV.

Molecular formula: C16H25N7S2V
Method: DFT, ωB97M-V with the def2-TZVPD basis set

Geometry as XYZ:
```
51
Properties=species:S:1:pos:R:3:lowdin_spin:R:1
V -1.53512 0.59293 0.02597 2.664
N 1.29533 0.63582 2.06526 0.007
C 1.00047 -0.61554 2.74674 0.001
C -0.01308 -1.50324 2.04774 0.003
N -1.31528 -0.95048 1.64176 0.014
C -2.07010 -0.34423 2.76880 0.005
C -1.69522 1.11476 3.03310 0.005
N -1.61120 1.91110 1.78816 0.019
C -2.08982 -2.07041 1.03833 0.006
C -1.63458 -2.39502 -0.37516 0.005
N -1.78445 -1.21395 -1.24681 0.014
H 1.46699 0.51175 1.07381 0.002
H 2.11453 1.07297 2.46996 0.000
H 0.66031 -0.38471 3.75798 0.000
H 1.88376 -1.26303 2.86396 0.000
H -0.19307 -2.35297 2.72740 0.000
H 0.43970 -1.92350 1.14825 0.001
H -1.93012 -0.94106 3.68199 0.001
H -3.11842 -0.37182 2.46840 0.002
H -0.73736 1.20221 3.53081 0.000
H -2.45339 1.52259 3.70880 0.000
H -0.93131 2.65340 1.90756 0.004
H -2.53552 2.27663 1.55293 0.006
H -3.12639 -1.72654 0.99141 0.003
H -2.02110 -2.96096 1.67795 0.001
H -2.22660 -3.24782 -0.72476 0.000
H -0.58558 -2.70076 -0.41052 0.001
H -2.77528 -1.00613 -1.41583 0.006
H -1.28570 -1.35083 -2.11949 0.003
N 1.86404 1.22795 -2.97018 0.004
C 2.74345 0.27889 -2.47726 0.000
C 3.98339 -0.17173 -2.92382 0.001
C 4.58776 -1.15758 -2.17512 0.000
C 3.98038 -1.68204 -1.01893 0.001
C 2.75083 -1.23055 -0.59042 0.000
C 2.12322 -0.23192 -1.33675 0.002
N 0.88362 0.39928 -1.13974 0.014
C 0.79334 1.24656 -2.13176 0.010
C -0.35997 2.14168 -2.35020 0.013
C -0.51136 3.08016 -3.31615 -0.004
S -2.01727 3.83746 -3.13613 0.021
C -2.37743 2.85001 -1.79755 0.079
N -1.41757 2.00729 -1.47769 0.029
H 1.98391 1.79334 -3.79133 0.000
H 4.45222 0.22430 -3.81413 0.000
H 5.55103 -1.53995 -2.48417 0.000
H 4.49032 -2.45568 -0.46168 0.000
H 2.29178 -1.63677 0.29840 0.000
H 0.17203 3.35227 -4.10158 0.000
H -3.32573 2.79657 -1.26767 0.008
S -3.83439 0.69927 0.03939 0.048
```

For the electronic energy, the calculation gives -74787.91557 eV. Its spin multiplicity is 4. For the HOMO-LUMO gap (spin up / spin down), the calculation gives 4.59 / 5.44 eV.

Molecular formula: C16H25OPdS4Se
Method: DFT, ωB97M-V with the def2-TZVPD basis set

Geometry as XYZ:
```
48
Properties=species:S:1:pos:R:3:nbo_charge:R:1
Pd 0.73034 0.02873 0.60632 0.234
C 0.21924 3.38359 0.94417 -0.540
C 0.67304 2.86293 2.29408 -0.566
S 0.47383 1.08976 2.61998 0.429
C -1.29010 0.87482 2.97958 -0.558
C -2.29361 1.26734 1.90569 -0.533
S -2.00259 0.51478 0.26599 0.206
C -2.07796 1.95887 -0.82939 -0.552
C -0.75180 2.37702 -1.47494 -0.544
S 0.73426 2.31703 -0.43902 0.283
H 0.64572 4.37393 0.78220 0.255
H -0.86123 3.48850 0.90559 0.224
H 0.15214 3.39273 3.09475 0.253
H 1.73776 3.04206 2.44761 0.256
H -1.50765 1.41184 3.90474 0.248
H -1.35447 -0.19213 3.20459 0.266
H -2.33767 2.34847 1.79005 0.216
H -3.28016 0.94753 2.24193 0.254
H -2.53762 2.77931 -0.28043 0.231
H -2.77279 1.71976 -1.63530 0.256
H -0.85044 3.37711 -1.89959 0.249
H -0.52160 1.70891 -2.30342 0.234
Se 1.39575 -1.85460 1.89847 0.057
C 0.51672 -3.25895 0.93362 -0.219
C -0.75520 -3.12497 0.39140 -0.214
C -1.32522 -4.18064 -0.30605 -0.219
C -0.63873 -5.37807 -0.44608 -0.213
C 0.62510 -5.51443 0.11367 -0.187
C 1.20970 -4.45725 0.79127 -0.222
H -1.31546 -2.20555 0.52158 0.196
H -2.31828 -4.06908 -0.72300 0.215
H -1.08679 -6.20233 -0.98414 0.223
H 1.16861 -6.44353 0.00827 0.224
H 2.20929 -4.56304 1.19108 0.228
O 2.31039 -2.26641 -1.26863 -0.927
S 1.58832 -0.99869 -1.33676 1.379
C 2.63183 0.15029 -2.29378 -0.611
C 1.88280 0.48182 -3.58003 -0.409
C 1.02974 -0.74194 -3.92205 -0.421
C 0.32774 -1.14051 -2.62736 -0.611
H 3.49159 -0.49292 -2.49076 0.268
H 2.94935 0.99636 -1.69260 0.251
H 2.58771 0.73038 -4.37259 0.248
H 1.24747 1.35948 -3.43923 0.196
H 1.66316 -1.56135 -4.26413 0.234
H 0.31059 -0.52688 -4.71153 0.238
H -0.00501 -2.17621 -2.56137 0.279
H -0.51032 -0.48596 -2.38263 0.217
```

For the electronic energy, the calculation gives -131206.97608 eV. As for the charge: +1. For the HOMO-LUMO gap, the calculation gives 6.52 eV.